Entry 1:
Density functional theory data (ωB97M-V/def2-TZVPD) for a 2-piece molecular cluster, C31H33BCl2O2S overall in a non-equilibrium geometry.

XYZ file:
```
70
Properties=species:S:1:pos:R:3:lowdin_charge:R:1
C 0.491 -3.838 -4.835 -0.055
C -0.151 -3.264 -3.616 -0.284
C 0.340 -3.530 -2.337 -0.042
C -0.240 -2.952 -1.217 -0.049
C -1.295 -2.025 -1.370 -0.250
B 1.366 2.010 1.003 -0.531
C -1.988 -1.516 -0.220 -0.446
C -1.915 -1.954 1.104 -0.102
C -2.996 -1.479 1.902 -0.143
C -3.930 -0.743 1.189 -0.601
C -5.254 -0.289 1.663 -0.109
S -3.369 -0.436 -0.413 1.078
O 1.424 1.503 2.288 0.129
C 0.370 2.165 3.035 -0.433
C -0.484 1.102 3.709 0.000
C 1.090 3.018 4.080 -0.016
C -0.392 3.041 1.943 -0.436
C -1.699 2.407 1.449 -0.019
C -0.667 4.477 2.340 -0.016
O 0.549 3.101 0.837 0.137
C -1.785 -1.753 -2.661 -0.056
C -1.237 -2.383 -3.761 -0.052
H -0.186 -3.768 -5.691 0.079
H 1.408 -3.274 -5.068 0.082
H 0.769 -4.889 -4.682 0.082
H 1.180 -4.207 -2.211 0.117
H 0.095 -3.192 -0.203 0.106
H -1.138 -2.610 1.490 0.109
H -3.116 -1.666 2.971 0.113
H -5.515 -0.817 2.584 0.083
H -5.241 0.788 1.869 0.076
H -6.010 -0.495 0.897 0.078
H -1.260 1.562 4.339 0.102
H -0.972 0.455 2.974 0.070
H 0.132 0.455 4.344 0.100
H 0.388 3.485 4.781 0.092
H 1.768 2.388 4.672 0.099
H 1.675 3.813 3.593 0.093
H -2.465 2.444 2.244 0.102
H -2.076 2.979 0.589 0.098
H -1.568 1.363 1.117 0.071
H -1.376 4.535 3.173 0.098
H 0.254 4.994 2.627 0.086
H -1.125 4.998 1.492 0.098
H -2.617 -1.046 -2.793 0.090
H -1.624 -2.177 -4.755 0.102
Cl 5.944 -2.952 1.584 0.675
C 4.693 -1.896 1.097 -0.705
C 4.849 -0.514 1.265 -0.090
C 3.794 0.335 0.938 -0.030
C 2.638 -0.137 0.287 -0.189
C 1.675 0.904 -0.219 -0.062
C 0.924 0.648 -1.504 -0.164
C -0.175 1.449 -1.835 -0.020
C -0.684 1.494 -3.139 -0.093
C -0.064 0.742 -4.144 -0.700
Cl -0.772 0.670 -5.709 0.679
C 1.089 0.000 -3.868 -0.095
C 1.515 -0.112 -2.539 -0.016
C 2.534 -1.517 0.066 -0.028
C 3.523 -2.407 0.517 -0.084
H 5.779 -0.099 1.643 0.105
H 3.883 1.399 1.161 0.120
H 2.378 1.729 -0.558 0.168
H -0.612 2.065 -1.054 0.096
H -1.554 2.101 -3.378 0.107
H 1.581 -0.542 -4.677 0.107
H 2.374 -0.747 -2.333 0.115
H 1.663 -1.919 -0.445 0.071
H 3.420 -3.479 0.377 0.102
```

Summary:
Orbital gap ... 7.99 eV
Structure (SMILES) ... CC1(C)OB(C(c2ccc(Cl)cc2)c2ccc(Cl)cc2)OC1(C)C.Cc1ccc(-c2ccc(C)s2)cc1
Net charge ... 0
HOMO ... -0.28083 hartree
Energy above the lowest of the compared OMol25 structures with the same formula, charge and spin ... 0.151 eV



Entry 2:
Density functional theory data (ωB97M-V/def2-TZVPD) for C31H33BrCrN3O3S2Si as an isolated structure in a non-equilibrium geometry.

XYZ file:
```
75
Properties=species:S:1:pos:R:3:lowdin_charge:R:1
Cr 0.956 0.295 -0.269 0.589
C -1.481 -1.151 1.140 -0.016
C -0.165 -1.716 1.568 -0.313
C -0.142 -2.864 2.382 -0.006
C 1.041 -3.422 2.763 0.019
C 2.250 -2.825 2.345 -0.151
C 3.510 -3.336 2.709 -0.036
C 4.652 -2.708 2.285 -0.068
C 4.574 -1.555 1.499 -0.089
C 3.356 -1.029 1.111 -0.574
S 3.267 0.436 0.189 0.763
C 2.161 -1.671 1.526 -0.232
N 0.955 -1.146 1.137 0.022
H -2.237 -1.353 1.896 0.101
H -1.817 -1.615 0.209 0.086
H -1.405 -0.077 0.976 0.061
H -1.085 -3.295 2.690 0.122
H 1.070 -4.307 3.385 0.124
H 3.559 -4.214 3.339 0.113
H 5.621 -3.094 2.570 0.109
H 5.471 -1.037 1.187 0.107
C 2.198 1.462 3.285 -0.173
Si 0.492 1.948 2.626 0.462
C -0.752 0.873 3.579 -0.162
C 0.171 3.723 3.204 -0.171
N 0.440 1.775 0.889 -0.170
C 0.174 2.843 0.044 -0.381
C 0.982 3.011 -1.090 -0.097
C 0.750 4.023 -2.009 -0.106
C -0.266 4.936 -1.802 -0.087
C -1.062 4.806 -0.669 -0.072
C -0.866 3.770 0.223 -0.055
H 2.308 1.815 4.313 0.032
H 3.009 1.882 2.692 0.014
H 2.324 0.378 3.306 0.016
H -0.804 1.260 4.599 0.035
H -0.428 -0.166 3.650 0.017
H -1.760 0.896 3.164 0.029
H 0.673 3.891 4.158 0.030
H -0.893 3.906 3.361 0.028
H 0.539 4.461 2.492 0.030
H 1.873 2.387 -1.197 0.074
H 1.378 4.107 -2.886 0.110
H -0.432 5.740 -2.505 0.102
H -1.852 5.523 -0.484 0.106
H -1.526 3.652 1.072 0.104
C -6.110 -1.295 -2.358 -0.058
C -4.713 -0.817 -2.066 -0.282
C -3.617 -1.612 -2.391 -0.036
C -2.325 -1.178 -2.156 -0.040
C -2.096 0.079 -1.596 -0.449
C -3.184 0.873 -1.254 -0.009
C -4.474 0.426 -1.492 -0.033
S -0.434 1.258 -3.413 0.849
O -1.773 1.568 -3.852 -0.384
O 0.080 0.025 -4.003 -0.428
O -0.829 0.557 -1.470 -0.351
H -6.284 -2.275 -1.910 0.076
H -6.262 -1.400 -3.434 0.080
H -6.853 -0.599 -1.972 0.071
H -3.776 -2.579 -2.855 0.114
H -1.478 -1.789 -2.445 0.106
H -3.001 1.857 -0.842 0.117
H -5.307 1.080 -1.259 0.110
Br 3.764 -1.297 -4.994 0.792
C 2.673 -1.846 -3.565 -0.661
C 2.227 -3.147 -3.475 -0.081
C 1.421 -3.475 -2.392 -0.025
C 1.085 -2.494 -1.486 -0.102
N 1.518 -1.229 -1.574 -0.049
C 2.291 -0.913 -2.614 -0.208
H 2.499 -3.881 -4.220 0.112
H 1.056 -4.483 -2.259 0.114
H 0.434 -2.724 -0.654 0.114
H 2.684 0.092 -2.652 0.095
```

Summary:
Orbital gap (spin up / spin down) ... 6.62 / 7.06 eV
Net charge ... 0
HOMO (spin up / spin down) ... -0.28067 / -0.28505 hartree
Multiplicity ... 2
<S²> ... 0.79
Energy above the lowest of the compared OMol25 structures with the same formula, charge and spin ... 0.000 eV



Entry 3:
Density functional theory data (ωB97M-V/def2-TZVPD) for C31H33ClLuN2O2Si2 as an isolated structure in a non-equilibrium geometry.

XYZ file:
```
72
Properties=species:S:1:pos:R:3:lowdin_charge:R:1
C -0.113 -5.546 0.843 -0.225
C 1.030 -4.714 0.619 -0.196
C 0.959 -3.615 1.530 -0.202
H 1.852 -4.935 -0.065 0.123
C -0.223 -3.754 2.313 -0.213
C -0.889 -4.954 1.907 -0.251
H -1.731 -5.428 2.420 0.117
H -0.306 -6.527 0.397 0.119
H 1.707 -2.827 1.660 0.119
H -0.549 -3.077 3.108 0.115
Lu -0.996 -3.524 0.052 1.539
Si -0.509 -0.442 -0.116 0.517
C 0.680 -0.286 -1.518 -0.382
C 0.485 0.599 -2.599 -0.132
H -0.387 1.245 -2.630 0.061
C 1.446 0.712 -3.594 -0.090
H 1.350 1.473 -4.381 0.117
C 2.558 -0.141 -3.575 -0.078
H 3.310 -0.085 -4.366 0.105
C 2.722 -1.104 -2.560 -0.085
H 3.562 -1.805 -2.557 0.104
C 1.787 -1.166 -1.526 -0.149
H 1.929 -1.886 -0.714 0.067
C -0.006 0.112 1.583 -0.377
C 1.323 0.550 1.751 -0.110
H 1.971 0.669 0.875 0.095
C 1.839 0.740 3.036 -0.077
H 2.891 1.001 3.147 0.107
C 1.014 0.548 4.147 -0.092
H 1.414 0.727 5.139 0.101
C -0.290 0.071 4.004 -0.100
H -0.894 -0.183 4.876 0.104
C -0.806 -0.126 2.726 -0.147
H -1.821 -0.526 2.599 0.092
H -1.973 -0.365 -0.512 -0.117
Si -0.969 3.960 -0.681 0.338
C -0.334 4.422 1.008 -0.318
C 0.763 5.301 1.130 -0.091
H 1.231 5.709 0.226 0.104
C 1.224 5.686 2.395 -0.079
H 2.064 6.382 2.473 0.107
C 0.568 5.220 3.539 -0.084
H 0.928 5.513 4.523 0.102
C -0.580 4.419 3.428 -0.083
H -1.144 4.126 4.316 0.103
C -1.042 4.034 2.161 -0.113
H -1.977 3.463 2.062 0.091
C 0.477 4.079 -1.869 -0.323
C 1.705 3.404 -1.728 -0.109
H 1.824 2.654 -0.937 0.106
C 2.779 3.699 -2.583 -0.084
H 3.723 3.157 -2.464 0.110
C 2.644 4.692 -3.556 -0.080
H 3.493 4.935 -4.197 0.105
C 1.438 5.396 -3.692 -0.075
H 1.343 6.208 -4.420 0.106
C 0.349 5.073 -2.865 -0.107
H -0.600 5.624 -2.943 0.096
H -2.144 4.816 -1.014 -0.007
Cl -1.941 2.146 -0.633 0.362
C -3.042 -7.047 -2.600 0.033
O -3.855 -6.234 -1.676 0.015
C -3.228 -5.274 -1.032 -0.525
O -2.048 -4.865 -1.305 -0.115
N -3.916 -4.747 -0.021 0.069
N -3.312 -3.667 0.740 0.015
H -3.791 -7.741 -2.974 0.103
H -2.259 -7.580 -2.034 0.110
H -2.639 -6.410 -3.404 0.110
H -4.826 -5.149 0.177 0.181
H -3.965 -2.871 0.707 0.137
H -3.274 -3.966 1.726 0.110
```

Summary:
Orbital gap ... 5.54 eV
Net charge ... +1
HOMO ... -0.30928 hartree
Energy above the lowest of the compared OMol25 structures with the same formula, charge and spin ... 0.646 eV



Entry 4:
Density functional theory data (ωB97M-V/def2-TZVPD) for C31H33ClMnN2O2Si2 as an isolated structure in a non-equilibrium geometry.

XYZ file:
```
72
Properties=species:S:1:pos:R:3:lowdin_charge:R:1
C -0.872 -2.207 -0.087 -0.053
C -2.034 -2.024 -0.889 -0.055
C -1.899 -2.786 -2.074 -0.097
H -2.909 -1.445 -0.597 0.119
C -0.635 -3.497 -2.015 -0.209
C -0.012 -3.106 -0.757 -0.148
H 0.859 -3.579 -0.315 0.094
H -0.735 -1.810 0.921 0.107
H -2.645 -2.914 -2.862 0.120
H -0.345 -4.337 -2.643 0.120
Mn 0.264 -1.823 -3.206 0.470
Si 1.700 3.149 -3.548 0.759
C 1.106 4.176 -4.982 -0.312
C 1.917 4.393 -6.111 -0.097
H 2.912 3.943 -6.147 0.101
C 1.435 5.158 -7.184 -0.079
H 2.076 5.344 -8.052 0.111
C 0.136 5.683 -7.143 -0.079
H -0.231 6.299 -7.969 0.111
C -0.698 5.403 -6.054 -0.078
H -1.724 5.777 -6.023 0.109
C -0.217 4.638 -4.983 -0.107
H -0.871 4.391 -4.146 0.094
C 0.924 1.448 -3.637 -0.277
C -0.401 1.406 -3.206 -0.123
H -0.756 2.309 -2.678 0.110
C -1.400 0.440 -3.328 -0.098
H -2.367 0.729 -2.917 0.135
C -1.350 -0.784 -4.003 -0.203
H -2.306 -1.303 -4.159 0.093
C 1.680 -0.823 -4.347 -0.305
H 2.558 -1.421 -4.622 0.079
C 1.848 0.553 -4.176 -0.145
H 2.805 0.942 -4.548 0.116
H 1.563 3.790 -2.205 0.005
Si 0.087 -1.116 -5.174 0.525
C 0.324 -2.478 -6.562 -0.225
C -0.786 -2.797 -7.355 -0.096
H -1.768 -2.395 -7.092 0.106
C -0.646 -3.596 -8.499 -0.063
H -1.520 -3.827 -9.111 0.112
C 0.613 -4.100 -8.846 -0.067
H 0.717 -4.756 -9.707 0.110
C 1.729 -3.771 -8.069 -0.066
H 2.716 -4.146 -8.348 0.111
C 1.584 -2.969 -6.924 -0.091
H 2.476 -2.736 -6.329 0.097
C -0.246 0.250 -6.492 -0.240
C -1.499 0.856 -6.613 -0.093
H -2.328 0.537 -5.975 0.096
C -1.702 1.918 -7.510 -0.068
H -2.655 2.448 -7.504 0.109
C -0.683 2.297 -8.386 -0.082
H -0.850 3.107 -9.096 0.110
C 0.553 1.660 -8.312 -0.071
H 1.356 1.965 -8.988 0.112
C 0.784 0.670 -7.346 -0.081
H 1.788 0.243 -7.273 0.111
H 2.927 2.811 -3.867 -0.056
Cl 2.191 -2.059 -1.966 0.276
C 2.180 -0.390 3.726 -0.033
O 2.388 -0.063 2.331 -0.022
C 1.213 0.168 1.715 -0.567
O 0.107 0.118 2.257 0.047
N 1.400 0.511 0.392 0.019
N 0.191 0.692 -0.305 0.049
H 3.179 -0.400 4.161 0.095
H 1.708 -1.377 3.811 0.099
H 1.545 0.359 4.219 0.100
H 2.135 0.032 -0.113 0.096
H 0.310 1.492 -0.925 0.052
H -0.528 0.875 0.405 0.096
```

Summary:
Orbital gap (spin up / spin down) ... 5.38 / 5.48 eV
Net charge ... +1
HOMO (spin up / spin down) ... -0.41139 / -0.41065 hartree
Multiplicity ... 5
<S²> ... 6.12
Energy above the lowest of the compared OMol25 structures with the same formula, charge and spin ... 3.742 eV



Q: What is the energy above the lowest of the compared OMol25 structures with the same formula, charge and spin in the second record?
A: 0.000 eV



Q: net charge of number 1 (C31H33BCl2O2S)?
A: 0